Entry 1:
The ion C7H13N2S2 with charge +1, computed with ωB97M-V/def2-TZVPD.

As for the net charge: +1. The total energy comes out at -1180.09259 Ha. The value obtained for the HOMO-LUMO gap is 8.464 eV.

XYZ file:
```
24
Properties=species:S:1:pos:R:3:forces:R:3
C -0.748412 1.928171 -0.077417 1.22 0.37 0.03
C 0.873788 0.317958 -0.492427 0.26 1.12 -0.45
C -1.644738 2.715306 0.451327 -2.26 0.54 1.68
C -0.970679 -1.066261 2.090767 1.41 0.41 -0.95
C -1.473554 -1.572426 -0.223623 -2.29 2.50 -1.74
C 3.224664 -1.099584 -1.437277 -1.37 1.22 2.99
C -1.225767 -0.390604 0.711232 -1.69 0.92 0.84
N -0.293503 0.619060 0.150126 1.11 -1.38 -0.43
N 1.396491 1.335166 -1.177983 -2.26 1.09 0.63
S 0.262551 2.712225 -1.231996 1.73 -0.51 -0.97
S 1.571586 -1.236700 -0.532917 0.57 -1.43 0.61
H -1.633364 3.766545 0.182890 0.06 -0.11 -0.21
H -2.454398 2.507749 1.174781 0.75 -0.41 -0.51
H 0.092410 -1.319432 2.258834 -0.36 -0.13 -0.45
H -1.205971 -0.454910 2.918475 -0.67 0.66 0.88
H -1.546575 -1.989372 2.056012 -0.03 0.19 0.47
H -0.937082 -2.379518 0.138715 0.58 -1.91 0.54
H -1.137357 -1.394319 -1.277413 -0.74 -0.04 0.78
H -2.610058 -1.653048 -0.147371 1.63 -0.76 -0.51
H 3.578279 -2.077247 -1.666588 0.43 -0.71 0.59
H 3.795141 -0.372032 -0.839174 0.44 -0.95 -0.33
H 2.926692 -0.678171 -2.306391 -0.50 1.44 -3.06
H -2.149618 0.309131 0.816461 1.25 -1.73 -0.20
H 2.309475 1.472317 -1.539042 0.74 -0.39 -0.21
```
Forces are in eV/Å.

=====

Entry 2:
A cluster of 2 separate species, C5H11O2 in total, computed with ωB97M-V/def2-TZVPD.

As for the net charge: -1. The total energy comes out at -347.56810 Ha. The value obtained for the HOMO-LUMO gap is 7.959 eV.

XYZ file:
```
18
Properties=species:S:1:pos:R:3:forces:R:3
C 0.081462 -1.256589 -2.536616 -4.64 3.37 -3.15
C -0.755922 -0.019812 -2.168756 1.17 0.70 5.49
H 0.793777 -1.422536 -1.932783 4.64 -1.41 5.24
H -0.429370 -2.141209 -2.789885 -0.92 -0.92 -0.28
H 0.611350 -0.864538 -3.343198 0.89 0.02 -2.38
H -1.201362 0.083060 -1.080437 0.00 -1.60 -2.18
H -0.197681 0.911821 -1.923037 0.96 -0.60 -1.02
H -1.445792 0.316601 -2.829153 -2.35 0.44 -2.36
C 0.043179 1.013590 1.619644 -1.38 2.38 0.62
C 1.362875 1.711710 1.474696 0.64 1.91 -0.75
C -0.176182 -0.299354 0.937866 -4.80 -0.46 1.43
O -1.386531 -0.768655 1.002858 1.45 0.81 0.65
O 0.680612 -0.737571 0.239091 3.89 -1.51 -1.87
H -0.317068 1.121339 2.624171 0.10 -0.92 1.05
H -0.769493 1.598108 1.199143 -0.10 0.49 -0.69
H 1.583445 1.903072 0.402340 -0.27 0.28 0.53
H 2.058131 0.961704 1.680956 1.70 -1.01 0.75
H 1.628943 2.685114 2.095289 -0.98 -1.99 -1.08
```
Forces are in eV/Å.

=====

Entry 3:
The molecule C19H28N2O3S2, computed with ωB97M-V/def2-TZVPD.

The total energy comes out at -1872.38662 Ha. The value obtained for the HOMO-LUMO gap is 9.154 eV. As for the SMILES: CSC1(C(=O)N2C[C@H]3CSC[C@@]3(C)C2)CN(C(=O)[C@@H]2CC3(CC3)CO2)C1.

XYZ file:
```
54
Properties=species:S:1:pos:R:3:forces:R:3
C -3.302416 2.842808 0.634877 0.00 0.00 0.00
S -2.955302 1.096404 0.923515 0.01 0.01 -0.01
C -1.158629 1.077979 0.676946 -0.05 -0.01 0.03
C -0.812740 1.684412 -0.670352 0.01 0.00 -0.01
O -0.427235 2.842414 -0.734887 0.00 0.00 0.00
N -0.996035 0.935153 -1.778252 0.05 -0.05 0.03
C -1.536638 -0.420954 -1.866499 -0.03 0.05 -0.01
C -2.250428 -0.386529 -3.213773 -0.02 -0.09 0.09
C -3.614468 0.308217 -3.104417 0.02 0.07 -0.01
S -3.798401 1.440968 -4.526914 -0.01 -0.09 -0.02
C -2.169262 1.037687 -5.220772 0.03 0.06 0.05
C -1.324426 0.482174 -4.079113 0.03 0.01 -0.13
C -0.131433 -0.308189 -4.611338 0.00 0.01 0.00
C -0.863340 1.565920 -3.094050 -0.03 0.01 0.02
C -0.354736 1.669490 1.860756 0.03 0.00 -0.02
N -0.034398 0.301067 2.262315 0.00 -0.02 0.00
C 0.939987 -0.102064 3.105929 0.01 0.01 -0.01
O 1.506249 0.668729 3.860535 -0.01 -0.01 0.01
C 1.283012 -1.593920 3.007008 -0.03 -0.02 0.04
C 2.204126 -2.051209 4.134038 0.03 0.04 -0.02
C 3.591943 -1.922596 3.514347 0.02 0.01 -0.01
C 4.775771 -1.435176 4.282844 0.01 0.00 -0.01
C 4.691135 -2.880517 3.862243 -0.01 -0.01 0.02
C 3.366098 -1.471309 2.082157 -0.01 -0.01 0.01
O 2.007847 -1.808552 1.793277 0.00 0.00 0.00
C -0.586218 -0.314087 1.057076 0.05 0.03 -0.03
H -4.360016 2.982279 0.851134 0.00 0.00 0.01
H -2.713940 3.470100 1.301885 0.00 0.00 0.01
H -3.103425 3.127469 -0.396647 0.00 -0.01 0.01
H -0.738444 -1.169210 -1.860164 0.01 0.01 0.00
H -2.217511 -0.630031 -1.043106 -0.01 0.01 -0.01
H -2.362584 -1.383904 -3.641791 0.00 0.00 -0.01
H -4.425242 -0.417361 -3.092280 -0.02 0.01 -0.03
H -3.676439 0.895736 -2.187622 0.01 0.00 0.00
H -2.261028 0.294343 -6.013528 -0.03 0.00 0.00
H -1.737254 1.942906 -5.649705 0.01 -0.01 0.01
H 0.507130 0.329977 -5.224574 0.00 0.00 0.00
H 0.481663 -0.697904 -3.796247 0.00 0.00 0.00
H -0.460999 -1.149850 -5.223464 -0.01 0.00 0.00
H -1.494318 2.456366 -3.136456 0.00 -0.01 0.00
H 0.165930 1.879424 -3.276480 0.00 -0.01 0.01
H 0.518854 2.240340 1.544757 0.00 0.00 0.01
H -0.924188 2.236543 2.594963 -0.01 -0.01 0.00
H 0.363588 -2.177532 2.938159 0.00 0.00 -0.01
H 2.085266 -1.418819 5.011856 0.00 -0.01 0.00
H 1.987051 -3.086116 4.398478 0.00 0.00 0.00
H 5.482483 -0.798220 3.765803 0.00 0.00 0.00
H 4.636384 -1.195124 5.328162 -0.01 -0.01 0.00
H 4.487616 -3.617186 4.628958 0.00 0.00 0.00
H 5.345212 -3.221304 3.069860 0.00 0.01 0.00
H 3.511180 -0.388827 1.987224 0.00 0.00 0.00
H 3.994942 -1.983857 1.354924 0.00 0.00 0.00
H -1.323075 -1.100068 1.236400 -0.01 0.01 0.01
H 0.181083 -0.678475 0.371999 -0.01 -0.02 0.01
```
Forces are in eV/Å.

=====

Entry 4:
A structure of composition C30H41N6O6P3SW, computed with ωB97M-V/def2-TZVPD.

The expectation value of S² is 2.01. As for the net charge: +2. The total energy comes out at -3436.90229 Ha. As for the spin multiplicity: 3. The value obtained for the HOMO-LUMO gap (spin up / spin down) is 6.219 / 7.071 eV.

XYZ file:
```
88
Properties=species:S:1:pos:R:3:forces:R:3
W -0.974207 -0.866541 -0.067694 -0.61 -0.82 -0.03
C -0.036139 -3.925385 0.637479 0.01 -0.12 0.08
C -1.105479 -3.592547 1.670634 0.08 0.13 -0.04
N -2.035196 -2.614341 1.087151 -0.16 0.02 0.02
C -3.017626 -3.239365 0.160344 0.02 0.06 -0.03
C -2.491319 -3.355799 -1.273553 -0.02 0.01 0.02
N -1.658964 -2.188180 -1.705873 -0.09 0.04 -0.14
C -0.504893 -2.569502 -2.548121 -0.08 -0.01 -0.06
C 0.557256 -3.191023 -1.651115 0.11 -0.03 -0.02
N 0.338646 -2.759167 -0.235337 0.12 -0.10 -0.07
H -0.407504 -4.710486 -0.014988 0.01 -0.01 0.00
H 0.855360 -4.323153 1.122255 0.01 0.04 0.01
H -0.674873 -3.158513 2.566296 -0.01 0.00 0.00
H -1.622536 -4.508280 1.967068 -0.01 -0.01 -0.05
H -2.548964 -2.150785 1.838560 -0.02 -0.01 0.00
H -3.925727 -2.646399 0.189788 0.02 0.01 0.01
H -3.277055 -4.238106 0.518847 0.00 -0.02 -0.02
H -3.338024 -3.460700 -1.952210 0.01 -0.02 0.00
H -1.886304 -4.250338 -1.405238 0.02 -0.01 0.05
H -2.238205 -1.558483 -2.253945 -0.05 -0.02 0.05
H -0.133554 -1.652641 -3.000324 -0.02 -0.01 -0.03
H -0.807388 -3.246546 -3.349739 -0.01 -0.04 0.04
H 1.550544 -2.887233 -1.978765 -0.02 0.04 0.05
H 0.531030 -4.278064 -1.696638 0.02 0.00 0.01
H 1.221428 -2.374140 0.092165 0.10 -0.09 -0.05
N -3.273045 2.614687 -0.034768 0.08 0.01 0.03
C -3.721153 1.621646 1.022907 -0.04 0.16 -0.01
C -4.830108 2.229709 1.868344 0.03 0.00 0.02
P -2.215693 1.173798 1.958778 0.18 -0.06 -0.12
O -1.816251 2.600359 2.535110 0.11 0.08 0.00
O -1.167372 0.944301 0.822667 -0.26 0.22 0.32
O -2.468588 0.069885 2.889928 0.01 -0.04 -0.06
P -4.273925 0.105425 0.152538 -0.02 -0.16 0.02
O -4.998752 0.758648 -1.128124 0.00 0.01 -0.01
O -5.144243 -0.746572 0.959710 -0.03 -0.03 -0.01
O -2.975200 -0.480821 -0.414404 -0.13 0.22 -0.14
H -2.942016 3.471777 0.416451 -0.02 0.00 -0.01
H -4.044856 2.830564 -0.671103 0.00 -0.02 -0.01
H -2.492160 2.223764 -0.586028 -0.02 0.00 -0.02
H -4.490554 3.138932 2.366876 -0.01 0.00 0.01
H -5.126377 1.505592 2.625075 0.00 0.01 0.01
H -5.708228 2.458578 1.261410 0.00 0.01 0.00
H -0.850003 2.569221 2.676836 -0.04 0.04 0.07
H -5.932967 0.512579 -1.175559 -0.04 0.00 -0.02
C 5.428754 -0.617262 -3.817058 -0.02 0.00 0.01
C 4.166984 -1.132451 -4.091444 0.05 0.01 -0.02
C 3.117566 -0.881257 -3.225665 -0.03 0.00 0.01
C 3.305054 -0.107927 -2.076345 0.02 0.03 -0.05
C 4.567298 0.413171 -1.817291 0.03 0.01 -0.01
C 5.623531 0.155836 -2.684179 -0.02 0.00 -0.01
P 1.832868 0.095142 -1.011007 0.55 -0.06 0.15
C 2.285463 1.413852 0.169008 0.03 0.15 -0.07
C 3.299102 1.171452 1.098440 0.05 -0.06 -0.01
C 3.714204 2.162906 1.975991 0.00 -0.07 0.02
C 3.091920 3.403642 1.967372 -0.09 0.05 0.01
C 2.051286 3.641970 1.079486 0.07 0.02 0.03
C 1.657866 2.657812 0.182207 -0.02 -0.03 -0.04
C 0.639495 0.846233 -2.115771 -0.49 0.28 0.09
C 0.913750 1.786186 -3.110597 0.08 -0.26 0.03
C -0.124150 2.304480 -3.864606 0.12 0.09 -0.09
C -1.420922 1.884123 -3.616027 -0.16 0.03 -0.07
C -1.694885 0.970907 -2.605531 0.01 -0.13 0.16
C -0.669472 0.428087 -1.808756 0.28 0.33 -0.04
H 6.252348 -0.809824 -4.490858 0.00 -0.01 -0.01
H 4.004290 -1.721044 -4.984608 0.00 0.00 0.00
H 2.126238 -1.257773 -3.466505 0.07 0.00 -0.01
H 4.737799 1.039408 -0.952670 0.01 0.00 0.00
H 6.599280 0.573645 -2.474888 0.00 0.00 0.00
H 3.801354 0.208833 1.104866 -0.01 -0.01 0.02
H 4.541323 1.976508 2.650638 -0.01 -0.01 0.00
H 3.427703 4.185199 2.637471 0.00 0.00 -0.01
H 1.573534 4.613310 1.053847 -0.01 0.00 0.01
H 0.872735 2.874339 -0.531834 0.00 -0.03 0.00
H 1.937895 2.082621 -3.307642 0.00 0.02 0.01
H 0.073095 3.020735 -4.651117 0.02 0.00 0.01
H -2.231612 2.267897 -4.224224 0.00 -0.01 0.00
H -2.729303 0.670599 -2.463032 0.02 0.00 0.01
S 0.669680 -1.117190 2.040996 0.14 0.21 0.10
C 1.116195 0.065748 3.184185 0.35 -0.29 -0.06
N 2.136742 -0.352207 4.007416 -0.15 0.19 0.05
C 2.619581 0.384617 5.022420 0.00 -0.08 -0.07
C 2.093168 1.621836 5.243101 -0.02 -0.02 0.05
C 1.081873 2.018559 4.368157 0.03 0.05 -0.06
N 0.605549 1.278790 3.376785 -0.08 0.17 0.01
H 2.517289 -1.272472 3.826166 -0.01 -0.02 -0.01
H 3.413098 -0.060116 5.606693 0.00 0.02 0.02
H 2.435277 2.251847 6.048328 0.01 0.01 -0.01
H 0.640317 3.002866 4.484350 -0.04 -0.01 0.00
```
Forces are in eV/Å.

=====

Entry 5:
A cluster of 10 separate species, C12H42NO12 in total, computed with ωB97M-V/def2-TZVPD.

As for the net charge: -1. The total energy comes out at -1439.77241 Ha. The value obtained for the HOMO-LUMO gap is 6.541 eV.

XYZ file:
```
67
Properties=species:S:1:pos:R:3:forces:R:3
N 26.121480 -9.420980 12.623360 2.00 2.57 2.49
O 25.552960 -10.093080 11.853140 -2.58 -3.82 -3.85
O 25.609770 -8.380090 13.021330 -1.25 2.22 0.94
O 27.246800 -9.700550 13.044830 1.83 -0.98 0.47
C 25.568750 -12.672790 4.128450 0.01 -0.95 0.08
C 25.695310 -12.811970 5.657770 0.42 1.06 -1.60
O 24.480540 -12.267910 6.154310 0.09 -0.43 0.26
H 26.401950 -13.092020 3.564440 0.44 0.12 0.29
H 25.400170 -11.653740 3.780270 -0.13 -0.07 0.26
H 24.752490 -13.335650 3.841320 -0.42 0.37 -0.16
H 26.568890 -12.241930 5.974040 -0.04 0.16 0.33
H 25.910040 -13.857330 5.879620 -0.50 -0.15 0.43
H 24.599910 -11.896450 7.031450 0.14 -0.10 0.12
C 21.417760 -11.529220 17.238780 -0.27 0.51 -0.26
C 21.078000 -11.506130 18.704940 0.89 -0.66 0.40
O 22.327210 -11.253730 19.414450 -0.98 -0.35 0.04
H 20.628110 -11.698310 16.506690 -0.41 -0.09 0.38
H 22.148650 -12.325190 17.096180 0.29 0.41 -0.17
H 21.780480 -10.522730 17.030190 0.57 -0.17 -0.49
H 20.768260 -12.512150 18.987900 -0.05 0.09 0.41
H 20.315890 -10.796790 19.027610 -0.04 0.12 -0.23
H 22.732230 -10.480400 19.015060 0.05 0.14 -0.07
C 32.223070 -3.876090 12.268620 -0.62 -0.27 -0.62
C 31.523740 -5.239870 12.079310 0.53 1.28 -0.64
O 31.786940 -6.021770 13.187110 -0.05 -0.80 1.20
H 33.244030 -3.958400 12.641400 -0.13 -0.22 0.11
H 31.624060 -3.236180 12.916550 0.18 -0.08 0.22
H 32.271500 -3.372580 11.303090 0.03 0.07 -0.10
H 31.893880 -5.748880 11.189370 0.10 0.10 -0.33
H 30.451850 -5.090000 11.950110 -0.12 0.13 -0.07
H 31.085280 -6.674920 13.238830 0.05 -0.25 0.24
C 32.672680 -11.631880 9.404420 0.89 -0.13 0.87
O 31.955120 -12.758890 9.019760 -1.26 -0.58 -0.76
H 33.434490 -12.069280 10.049730 0.79 0.90 0.13
H 33.108660 -11.135420 8.537490 -0.07 -0.12 0.06
H 32.093630 -10.927470 10.001580 -0.16 0.19 -0.17
H 31.534230 -13.076180 9.822120 -0.22 -0.27 -0.13
C 27.995770 -15.943210 12.029660 -1.71 -0.16 -1.06
O 28.950650 -15.120600 12.528440 2.54 1.12 0.78
H 28.420310 -16.898620 11.721340 0.02 -0.21 0.77
H 27.173310 -15.963440 12.744690 -0.29 -0.92 -0.14
H 27.599100 -15.567660 11.086430 -0.34 0.27 -0.22
H 28.595890 -14.287310 12.846830 -0.23 -0.05 -0.14
C 19.244350 -6.961890 11.860500 -1.22 -0.85 -0.08
O 20.488790 -6.370250 11.699900 0.65 0.36 0.55
H 19.257580 -7.902250 12.411550 0.43 -0.43 -0.33
H 18.513480 -6.433430 12.472600 0.27 0.96 -0.14
H 18.823620 -7.110320 10.865990 -0.39 -0.25 0.05
H 21.140440 -7.044440 11.905940 0.30 0.21 -0.05
C 27.447700 -13.845330 18.677770 -0.68 1.41 0.59
O 26.277760 -14.402110 19.253580 0.00 -1.20 0.11
H 27.119800 -13.171290 17.886410 0.52 -0.23 -0.55
H 27.911060 -13.197540 19.421920 0.45 0.00 0.07
H 28.180390 -14.590960 18.369060 -0.52 -0.15 -0.09
H 25.667540 -13.714890 19.531000 0.20 0.18 -0.14
C 26.199740 -5.902180 18.622510 0.80 0.74 0.52
O 25.205630 -6.734640 18.124060 -0.49 -0.49 -0.47
H 25.751960 -5.048380 19.131070 -0.07 0.07 0.17
H 26.835810 -6.430890 19.332420 -0.10 -0.16 0.18
H 26.892000 -5.484500 17.891470 -0.16 -0.13 -0.41
H 25.260450 -6.777210 17.166570 0.02 -0.08 -0.04
C 21.144220 -16.065650 11.020400 -1.16 1.40 -0.21
O 21.441590 -17.389480 11.180690 0.53 -2.05 0.60
H 22.036710 -15.441340 10.977730 -0.08 0.21 -0.29
H 20.502550 -16.011530 10.140950 0.47 0.43 -0.39
H 20.484860 -15.703500 11.809190 0.10 0.22 0.35
H 21.579710 -17.551190 12.116840 0.16 -0.20 -0.06
```
Forces are in eV/Å.

=====

Entry 6:
A structure of composition C8H6Cl2N2O3RhTm, computed with ωB97M-V/def2-TZVPD.

The expectation value of S² is 12.04. As for the net charge: +4. The total energy comes out at -2757.94175 Ha. As for the spin multiplicity: 7. The value obtained for the HOMO-LUMO gap (spin up / spin down) is 2.911 / 2.548 eV.

XYZ file:
```
23
Properties=species:S:1:pos:R:3:forces:R:3
Rh 1.021977 1.650049 -3.777708 -2.85 -0.82 2.45
Tm 0.389789 0.978491 -0.979477 0.18 0.59 -2.00
Cl 2.600550 0.629860 -1.985948 -0.09 0.04 0.65
Cl -1.219160 1.542930 -2.858270 0.51 -0.23 0.82
C -0.207364 2.772638 0.493829 -1.91 5.10 4.08
C 2.537299 1.477356 -4.740655 9.77 -2.95 -4.76
C 0.776117 2.807916 -5.202973 0.13 5.27 -7.53
O -0.560762 3.618091 1.202492 1.71 -4.06 -3.41
O 3.526486 1.270563 -5.331694 -5.18 1.42 2.83
O 1.031256 3.345922 -6.208400 -1.53 -2.44 4.79
N -1.262490 -2.853609 3.756353 0.12 1.78 -0.60
C -0.952529 -1.928902 2.820825 -0.53 -1.40 0.18
C -1.883534 -1.633985 1.795760 -1.58 -0.66 1.55
C -1.458759 -0.869990 0.721400 1.07 0.92 -1.89
N -0.150714 -0.474355 0.574038 -0.68 -0.85 2.45
C 0.703885 -0.639060 1.647864 -0.20 0.74 -2.53
C 0.341947 -1.359771 2.765487 0.37 -0.76 2.07
H -2.216260 -3.182840 3.824330 -0.48 -0.66 0.22
H -0.628790 -3.020269 4.524106 0.34 -0.57 0.63
H -2.957071 -1.937654 1.889772 0.93 0.13 -0.26
H -2.138754 -0.574546 -0.093615 0.09 -0.37 0.41
H 1.681076 -0.163950 1.532911 -0.02 -0.23 0.39
H 1.025805 -1.454883 3.629574 -0.16 0.02 -0.55
```
Forces are in eV/Å.

=====

Max |F| values (in eV Å⁻¹) by entry order: 3.81; 7.15; 0.14; 1.03; 6.01; 11.27.